Entry 1:
Below is a molecular structure, C32H42F5N6NdO2S3SiTe at a distorted geometry, with properties calculated with the ωB97M-V functional and the def2-TZVPD basis.

Geometry as ORCA input:
```
! wB97M-V def2-TZVPD RIJCOSX def2/J DEFGRID3
* xyz 0 4
Nd 0.149 0.834 -1.602
C 3.473 -2.082 -1.620
C 2.713 -1.943 -0.339
N 1.586 -2.528 -0.190
N 1.033 -2.784 0.985
C 0.378 -2.129 1.839
S 0.023 -0.395 1.901
S -0.256 -2.966 3.275
C 1.210 -2.721 4.382
C 0.846 -2.175 5.734
C 0.387 -0.867 5.868
C 0.069 -0.359 7.117
C 0.204 -1.153 8.248
C 0.658 -2.455 8.123
C 0.975 -2.964 6.871
C 3.302 -1.163 0.781
C 4.596 -1.371 1.247
C 5.087 -0.652 2.324
C 4.293 0.301 2.946
C 3.015 0.549 2.472
C 2.536 -0.166 1.387
O 1.271 0.128 0.878
H 3.858 -3.100 -1.708
H 4.304 -1.381 -1.655
H 2.822 -1.898 -2.469
H 1.881 -2.044 3.852
H 1.686 -3.695 4.466
H 0.276 -0.249 4.986
H -0.287 0.660 7.207
H -0.047 -0.757 9.224
H 0.765 -3.079 9.001
H 1.333 -3.983 6.775
H 5.213 -2.124 0.771
H 6.092 -0.838 2.682
H 4.661 0.849 3.804
H 2.375 1.286 2.944
C -2.130 4.889 2.344
Si -3.022 5.139 0.705
C -2.283 6.675 -0.120
C -4.842 5.462 1.112
C -3.033 3.745 -0.581
C -3.966 3.830 -1.607
C -4.069 2.843 -2.580
C -3.194 1.780 -2.516
N -2.260 1.671 -1.572
C -2.178 2.622 -0.620
S -0.936 2.338 0.557
H -2.390 5.699 3.031
H -1.049 4.879 2.207
H -2.402 3.940 2.806
H -2.477 7.565 0.484
H -2.701 6.848 -1.114
H -1.200 6.575 -0.225
H -4.934 6.312 1.793
H -5.292 4.595 1.600
H -5.438 5.687 0.225
H -4.635 4.685 -1.647
H -4.805 2.906 -3.369
H -3.220 0.985 -3.250
C -5.527 -2.392 -2.045
C -4.141 -1.958 -1.671
C -3.063 -2.119 -2.529
C -1.806 -1.683 -2.143
N -1.565 -1.070 -0.978
C -2.602 -0.943 -0.141
C -3.879 -1.372 -0.435
H -5.615 -2.549 -3.118
H -6.261 -1.646 -1.738
H -5.780 -3.329 -1.543
H -3.194 -2.576 -3.501
H -0.957 -1.825 -2.798
H -2.405 -0.446 0.799
H -4.672 -1.235 0.289
F 2.993 -0.129 -4.801
Te 1.208 0.500 -4.268
F 0.624 -0.553 -5.764
F 0.208 2.731 -2.666
F 2.438 1.244 -2.264
F -0.913 0.649 -3.913
O 0.994 -0.749 -3.011
N 2.519 3.480 -2.630
C 2.847 4.521 -1.624
C 1.986 4.252 -0.403
N 2.094 2.834 -0.126
H 2.972 3.615 -3.527
H 1.483 3.361 -2.742
H 2.738 2.510 -2.251
H 2.659 5.519 -2.017
H 3.906 4.438 -1.376
H 0.936 4.442 -0.641
H 2.277 4.916 0.418
H 1.444 2.586 0.608
H 3.031 2.571 0.160
*
```

* molecular weight: 1033.8 g/mol
* <S²>: 3.753
* Kohn-Sham gap (spin up / spin down): 7.79 / 7.80 eV

***

Entry 2:
Below is 2 unconnected molecules or ions with the total composition C7H11N at a distorted geometry, with properties calculated with the ωB97M-V functional and the def2-TZVPD basis.

Geometry as ORCA input:
```
! wB97M-V def2-TZVPD RIJCOSX def2/J DEFGRID3
* xyz 0 1
C 1.049 0.530 -1.222
C 1.487 -0.657 -0.849
C 1.291 -1.148 0.428
C 0.834 -0.311 1.444
C 0.495 0.993 1.029
C 0.652 1.464 -0.287
H 1.205 0.855 -2.288
H 1.997 -1.378 -1.508
H 1.541 -2.159 0.604
H 0.535 -0.630 2.516
H 0.091 1.622 1.878
H 0.189 2.417 -0.723
C -2.657 0.186 0.013
N -1.827 -0.880 -0.584
H -3.684 0.015 -0.162
H -2.645 0.413 1.166
H -2.287 1.139 -0.417
H -0.805 -0.735 -0.137
H -2.254 -1.751 -0.181
*
```

* molecular weight: 109.2 g/mol
* Kohn-Sham gap: 10.01 eV
* structure (SMILES): c1ccccc1.CN

***

Entry 3:
Below is C3H4N2O2 in the gas phase at a distorted geometry, with properties calculated with the ωB97M-V functional and the def2-TZVPD basis.

Geometry as ORCA input:
```
! wB97M-V def2-TZVPD RIJCOSX def2/J DEFGRID3
* xyz 0 1
H -1.716 -1.528 -1.029
N -1.753 -1.100 -0.140
C -1.320 -0.004 0.276
N -0.465 0.784 -0.497
O 0.315 1.798 0.114
C 0.951 0.735 -0.498
C 1.733 -0.231 0.326
O 2.713 -0.760 -0.084
H -1.743 0.533 1.116
H 1.573 1.050 -1.333
H 1.237 -0.263 1.416
*
```

* molecular weight: 100.1 g/mol
* Kohn-Sham gap: 9.83 eV
* structure (SMILES): [H]/N=C\N1O[C@H]1C=O

***

Entry 4:
Below is a molecular structure, C23H21F7NO5ReSi at a distorted geometry, with properties calculated with the ωB97M-V functional and the def2-TZVPD basis.

Geometry as ORCA input:
```
! wB97M-V def2-TZVPD RIJCOSX def2/J DEFGRID3
* xyz -1 2
Re 0.458 0.962 0.941
O 0.363 0.620 5.032
C 0.106 0.591 3.850
O 0.635 1.337 2.929
C -0.982 -0.336 3.338
C -1.803 -1.025 4.247
C -2.875 -1.714 3.766
C -3.164 -1.677 2.384
C -4.325 -2.261 1.831
C -4.602 -2.124 0.501
C -3.719 -1.417 -0.337
C -2.571 -0.866 0.157
C -2.269 -0.981 1.531
N -1.169 -0.361 2.042
H -1.555 -0.977 5.298
H -3.537 -2.253 4.433
H -4.998 -2.801 2.487
H -5.508 -2.551 0.089
H -3.955 -1.308 -1.388
H -1.893 -0.315 -0.478
F 2.677 -3.321 1.441
C 2.570 -2.143 2.088
F 1.249 -1.948 2.306
F 3.136 -2.309 3.295
C 3.246 -0.970 1.269
O 4.422 -1.149 1.015
O 2.492 0.000 0.982
F 1.556 3.740 -5.201
C 1.559 3.469 -3.869
C 2.388 2.476 -3.387
C 2.405 2.232 -2.025
C 1.594 2.950 -1.143
C 1.658 2.677 0.316
C 0.756 3.931 -1.676
C 0.737 4.200 -3.037
H 3.003 1.911 -4.076
H 3.053 1.466 -1.615
H 1.348 3.545 0.898
H 2.670 2.387 0.603
H 0.106 4.487 -1.013
H 0.101 4.966 -3.461
C 2.522 -1.404 -2.138
Si 0.691 -1.209 -1.717
C 0.134 -2.824 -0.892
C -0.229 -0.993 -3.357
O 0.337 0.094 -0.819
H 2.639 -2.132 -2.945
H 3.112 -1.750 -1.288
H 2.949 -0.457 -2.472
H 0.494 -3.685 -1.462
H -0.951 -2.898 -0.816
H 0.545 -2.902 0.117
H -0.173 -1.911 -3.948
H 0.223 -0.185 -3.936
H -1.282 -0.745 -3.201
F -2.389 1.901 1.422
C -1.252 2.204 0.691
F -1.692 2.228 -0.610
F -1.042 3.528 1.007
*
```

* molecular weight: 738.7 g/mol
* <S²>: 0.755
* Kohn-Sham gap (spin up / spin down): 7.04 / 6.80 eV

***

Entry 5:
Below is C4H8ClN in the gas phase at a distorted geometry, with properties calculated with the ωB97M-V functional and the def2-TZVPD basis.

Geometry as ORCA input:
```
! wB97M-V def2-TZVPD RIJCOSX def2/J DEFGRID3
* xyz 0 1
C 1.909 0.449 0.979
C 0.677 0.447 0.790
C -0.034 0.812 -0.459
Cl 1.191 1.583 -1.474
C -0.956 -0.177 -0.946
N -1.632 -1.079 0.136
H 2.779 0.762 0.379
H 2.055 0.159 2.192
H 0.129 -0.151 1.514
H -0.669 1.497 0.049
H -1.881 0.186 -1.584
H -0.482 -0.924 -1.918
H -1.089 -1.733 0.831
H -1.997 -1.831 -0.489
*
```

* molecular weight: 105.6 g/mol
* Kohn-Sham gap: 10.51 eV
* structure (SMILES): C=C[C@@H](Cl)CN

***

Entry 6:
Below is C3H5ClFNS2 in the gas phase at a distorted geometry, with properties calculated with the ωB97M-V functional and the def2-TZVPD basis.

Geometry as ORCA input:
```
! wB97M-V def2-TZVPD RIJCOSX def2/J DEFGRID3
* xyz 0 1
F 0.042 1.331 -2.135
C -0.031 0.640 -0.899
Cl 0.940 1.638 0.223
C 0.629 -0.725 -1.129
N 1.048 -1.701 -0.433
S 1.167 -1.801 1.233
C -1.520 0.518 -0.622
S -2.024 -0.004 1.036
H 0.642 -0.827 -2.240
H 0.406 -0.746 1.609
H -1.957 1.480 -0.845
H -1.848 -0.235 -1.360
H -1.693 -1.319 0.899
*
```

* molecular weight: 173.7 g/mol
* Kohn-Sham gap: 9.84 eV
* structure (SMILES): F[C@](Cl)(/C=N\S)CS

***

Entry 7:
Below is C4H7N3 in the gas phase at a distorted geometry, with properties calculated with the ωB97M-V functional and the def2-TZVPD basis.

Geometry as ORCA input:
```
! wB97M-V def2-TZVPD RIJCOSX def2/J DEFGRID3
* xyz 0 1
H 2.640 -1.468 0.866
N 1.659 -1.199 0.797
C 1.516 -0.129 0.118
C 2.636 0.593 -0.483
N 3.536 1.122 -0.981
N 0.303 0.492 -0.138
C -0.879 -0.317 -0.241
C -2.252 0.267 -0.025
H 0.270 0.974 -1.026
H -0.905 -0.244 -1.568
H -0.729 -1.147 0.512
H -2.375 1.081 -0.738
H -2.537 0.569 0.986
H -2.913 -0.553 -0.332
*
```

* molecular weight: 97.1 g/mol
* Kohn-Sham gap: 10.03 eV
* structure (SMILES): [H]/N=C(\C#N)NCC

***

Entry 8:
Below is C5H6O in the gas phase, with properties calculated with the ωB97M-V functional and the def2-TZVPD basis.

Geometry as ORCA input:
```
! wB97M-V def2-TZVPD RIJCOSX def2/J DEFGRID3
* xyz 0 1
C 1.998 -1.352 -0.648
C 1.004 -0.796 -0.257
C -0.180 -0.171 0.343
C -0.037 1.329 0.612
C -1.460 -0.493 -0.423
O -2.389 0.270 -0.502
H 2.883 -1.841 -0.993
H -0.318 -0.701 1.299
H 0.858 1.527 1.207
H 0.034 1.890 -0.324
H -0.916 1.690 1.152
H -1.506 -1.510 -0.863
*
```

* molecular weight: 82.1 g/mol
* Kohn-Sham gap: 10.73 eV
* structure (SMILES): C#C[C@@H](C)C=O

***

Entry 9:
Below is a molecular structure, C14H28FNO4Sb at a distorted geometry, with properties calculated with the ωB97M-V functional and the def2-TZVPD basis.

Geometry as ORCA input:
```
! wB97M-V def2-TZVPD RIJCOSX def2/J DEFGRID3
* xyz -1 1
C 0.303 -2.554 4.072
C -0.552 -3.353 3.110
O -0.155 -3.053 1.786
C -1.202 -3.122 0.839
C -0.863 -2.347 -0.418
Sb -0.162 -0.266 -0.211
C 1.737 -0.868 0.669
C -2.111 0.506 -0.901
C -2.410 1.940 -0.445
C -3.756 2.128 0.245
F -4.641 2.822 -0.608
C 0.581 -0.302 -2.314
C 2.060 -0.436 -2.548
O 2.857 0.638 -2.001
C 2.520 1.883 -2.352
O 2.018 2.166 -3.410
C 2.876 2.873 -1.280
C 3.088 4.296 -1.813
O -0.869 -0.161 1.872
C -2.096 -0.213 2.114
N -3.238 -0.276 2.340
H 0.385 -1.532 3.713
H 1.297 -2.985 4.162
H -0.153 -2.530 5.061
H -0.390 -4.423 3.282
H -1.608 -3.121 3.254
H -2.142 -2.762 1.265
H -1.372 -4.181 0.582
H -1.783 -2.313 -1.007
H -0.141 -2.915 -1.008
H 0.337 1.422 -0.026
H 2.122 -1.774 0.209
H 2.444 -0.043 0.606
H 1.556 -1.079 1.719
H -2.932 -0.163 -0.652
H -2.024 0.498 -1.987
H -2.437 2.603 -1.309
H -1.619 2.298 0.218
H -3.674 2.710 1.159
H -4.230 1.180 0.475
H 0.169 0.547 -2.856
H 0.129 -1.193 -2.758
H 2.451 -1.344 -2.099
H 2.279 -0.497 -3.618
H 3.793 2.502 -0.825
H 2.097 2.829 -0.523
H 2.313 4.965 -1.449
H 4.031 4.690 -1.438
H 3.118 4.310 -2.896
*
```

* molecular weight: 415.1 g/mol
* Kohn-Sham gap: 7.62 eV

***

Entry 10:
Below is a gas-phase ion, C4H12N3 (charge +1) at a distorted geometry, with properties calculated with the ωB97M-V functional and the def2-TZVPD basis.

Geometry as ORCA input:
```
! wB97M-V def2-TZVPD RIJCOSX def2/J DEFGRID3
* xyz 1 1
C -2.454 -1.059 0.245
N -1.182 -0.974 0.405
C -0.302 0.065 0.089
C -0.001 0.295 -1.372
N -0.864 1.624 0.682
N 1.020 0.059 0.928
C 2.168 -0.690 0.255
H -3.031 -1.961 0.613
H -3.093 -0.342 -0.034
H 0.786 1.021 -1.562
H 0.332 -0.744 -1.671
H -1.104 0.400 -1.804
H -1.122 1.494 1.626
H -1.659 1.868 0.108
H 0.894 -0.363 1.848
H 1.138 1.012 0.984
H 2.585 -0.003 -0.486
H 2.847 -1.027 1.017
H 1.843 -1.586 -0.176
*
```

* molecular weight: 102.2 g/mol
* Kohn-Sham gap: 10.28 eV
* structure (SMILES): C=N[C@@](C)(N)[NH2+]C

***

Entry 11:
Below is 2 unconnected molecules or ions with the total composition C9H14 at a distorted geometry, with properties calculated with the ωB97M-V functional and the def2-TZVPD basis.

Geometry as ORCA input:
```
! wB97M-V def2-TZVPD RIJCOSX def2/J DEFGRID3
* xyz 1 2
C -1.930 2.426 0.016
C 1.285 2.426 1.978
C 2.167 1.973 0.917
C -0.027 2.572 1.693
C -0.487 2.331 0.332
C 1.761 1.782 -0.377
C 0.440 2.070 -0.697
H 1.727 2.400 2.964
H 3.152 1.607 1.188
H -0.691 3.057 2.395
H 2.472 1.503 -1.142
H -2.097 2.841 -0.985
H -2.489 3.093 0.672
H 0.056 1.915 -1.695
H -2.416 1.442 -0.018
C -0.019 -3.940 -1.486
C -0.735 -4.337 -0.215
H -0.661 -3.572 -2.295
H 0.957 -3.465 -1.365
H 0.342 -4.736 -2.168
H -0.059 -4.437 0.634
H -1.196 -5.325 -0.273
H -1.552 -3.627 -0.073
*
```

* molecular weight: 122.2 g/mol
* <S²>: 0.767
* Kohn-Sham gap (spin up / spin down): 8.65 / 4.79 eV

***

Entry 12:
Below is 7 unconnected molecules or ions with the total composition C38H80F6O19 at a distorted geometry, with properties calculated with the ωB97M-V functional and the def2-TZVPD basis.

Geometry as ORCA input:
```
! wB97M-V def2-TZVPD RIJCOSX def2/J DEFGRID3
* xyz 0 1
C -2.580 -0.210 1.681
C -2.958 -0.639 3.130
O -2.529 0.421 4.028
C -2.656 0.367 5.404
O -2.880 -0.717 6.017
C -2.396 1.726 6.066
F -3.413 2.013 6.955
F -1.331 1.559 6.758
F -2.177 2.730 5.140
H -2.890 -0.904 0.899
H -1.514 0.015 1.717
H -3.052 0.732 1.404
H -2.453 -1.547 3.458
H -4.009 -0.908 3.227
C -4.604 6.669 -1.978
C -3.958 6.578 -3.347
O -4.493 5.494 -4.013
C -4.525 5.439 -5.384
O -4.130 6.390 -6.129
C -5.063 4.133 -5.943
F -4.289 3.743 -7.009
F -5.137 3.156 -5.049
F -6.387 4.369 -6.334
H -4.639 5.696 -1.486
H -5.525 7.240 -2.090
H -3.987 7.233 -1.278
H -2.884 6.447 -3.210
H -4.196 7.478 -3.914
C 6.063 -3.567 -5.717
O 6.700 -2.600 -4.934
C 6.618 -2.845 -3.547
C 5.197 -2.895 -2.842
O 4.459 -3.996 -3.229
C 3.237 -4.236 -2.531
C 3.329 -4.596 -1.037
O 3.569 -3.428 -0.308
C 3.532 -3.721 1.127
H 6.361 -3.446 -6.758
H 4.976 -3.539 -5.640
H 6.358 -4.576 -5.431
H 7.207 -2.045 -3.098
H 7.144 -3.772 -3.321
H 4.632 -1.987 -3.051
H 5.407 -2.845 -1.774
H 2.825 -5.132 -2.996
H 2.492 -3.482 -2.788
H 4.194 -5.251 -0.936
H 2.377 -5.053 -0.766
H 2.644 -4.271 1.437
H 3.501 -2.826 1.749
H 4.365 -4.328 1.482
C 2.383 5.011 -7.141
O 2.791 6.110 -6.365
C 4.075 6.693 -6.764
C 3.921 7.726 -7.835
O 3.568 7.135 -9.057
C 3.112 8.092 -10.012
C 2.609 7.537 -11.331
O 2.632 8.591 -12.322
C 2.337 8.170 -13.691
H 1.782 5.377 -7.973
H 1.820 4.300 -6.537
H 3.269 4.500 -7.517
H 4.818 5.965 -7.090
H 4.528 7.240 -5.937
H 4.784 8.378 -7.971
H 3.066 8.305 -7.488
H 3.841 8.885 -10.180
H 2.283 8.626 -9.547
H 1.594 7.156 -11.215
H 3.236 6.702 -11.642
H 2.486 9.026 -14.349
H 1.306 7.857 -13.852
H 2.967 7.361 -14.063
C -3.838 -6.686 -4.556
O -3.567 -7.633 -5.514
C -2.424 -8.430 -5.212
C -2.484 -9.247 -3.900
O -2.501 -8.416 -2.718
C -2.747 -9.128 -1.521
C -1.808 -10.261 -1.087
O -0.357 -10.123 -1.070
C 0.337 -11.311 -0.737
H -2.963 -6.110 -4.256
H -4.282 -7.036 -3.624
H -4.554 -6.022 -5.041
H -1.540 -7.807 -5.082
H -2.246 -9.093 -6.059
H -1.564 -9.824 -3.809
H -3.361 -9.879 -4.042
H -3.759 -9.531 -1.481
H -2.670 -8.415 -0.700
H -2.020 -11.139 -1.696
H -2.143 -10.510 -0.081
H 0.091 -12.085 -1.464
H 0.111 -11.652 0.274
H 1.416 -11.161 -0.752
C 11.341 7.224 9.415
O 11.082 5.976 8.679
C 10.483 4.983 9.490
C 10.354 3.673 8.640
O 9.496 3.623 7.545
C 8.110 3.937 7.948
C 7.046 3.395 7.007
O 7.126 3.959 5.739
C 6.577 3.229 4.692
H 10.367 7.707 9.486
H 12.003 7.956 8.952
H 11.846 7.059 10.367
H 9.495 5.391 9.704
H 10.973 4.784 10.443
H 9.884 2.909 9.259
H 11.323 3.282 8.329
H 8.019 5.013 8.096
H 7.864 3.612 8.958
H 6.074 3.449 7.496
H 7.337 2.345 6.965
H 7.042 2.254 4.544
H 6.796 3.775 3.775
H 5.489 3.164 4.708
C -9.456 -3.778 3.029
O -10.500 -3.457 3.950
C -10.075 -3.318 5.313
C -11.089 -2.578 6.201
O -10.558 -2.397 7.501
C -11.412 -1.755 8.441
C -10.856 -1.850 9.885
O -9.759 -0.981 10.180
C -8.555 -1.251 9.486
H -9.865 -4.019 2.048
H -8.838 -4.622 3.336
H -8.847 -2.876 2.977
H -9.153 -2.737 5.293
H -9.818 -4.298 5.715
H -11.944 -3.254 6.176
H -11.486 -1.718 5.662
H -12.403 -2.174 8.268
H -11.485 -0.720 8.106
H -10.558 -2.858 10.176
H -11.747 -1.576 10.450
H -8.281 -2.306 9.476
H -7.649 -0.761 9.844
H -8.659 -0.926 8.451
*
```

* molecular weight: 955.0 g/mol
* Kohn-Sham gap: 9.68 eV
* structure (SMILES): CCOC(=O)C(F)(F)F.CCOC(=O)C(F)(F)F.COCCOCCOC.COCCOCCOC.COCCOCCOC.COCCOCCOC.COCCOCCOC